This record from the OMol25 dataset describes a structure of composition C4H25N2O7S. The level of theory is the ωB97M-V functional and the def2-TZVPD basis.

The total charge is -1. The total energy is -32703.2346 eV. For the orbital gap, the calculation gives 7.244 eV. The HOMO energy comes out at -0.16317 Eh. The spin multiplicity is 1. As for the energy above the lowest of the compared OMol25 structures with the same formula, charge and spin: 16.66 kcal/mol.

```
39
C4H25N2O7S, DFT the ωB97M-V functional and the def2-TZVPD basis
C -0.5824 0.7344 0.4738
N 0.5741 -0.1943 0.7164
C 1.7001 -0.0599 -0.2402
C 1.6303 -1.0055 -1.4541
S 0.3775 -0.6862 -2.8225
C -1.5594 0.7073 1.6554
N -2.7711 -0.0996 1.3660
H -1.0388 0.6164 -0.4982
H -0.1506 1.7459 0.5038
H 0.1161 -1.0832 0.5036
H 1.9845 0.9611 -0.4824
H 2.5337 -0.5751 0.2978
H 2.5795 -1.0507 -1.9725
H 1.4230 -1.9895 -1.0435
H -1.1361 0.4538 2.6252
H -1.8879 1.7231 1.9045
H -2.4913 -1.0835 1.3120
H -2.9972 0.0108 0.3800
H 0.7360 -0.3669 2.6287
H 0.6247 -1.7622 3.3194
O 0.8198 -0.8260 3.5035
H 0.6119 3.1750 -1.1818
H 0.1054 4.2069 -0.1858
O 0.9306 3.9332 -0.6091
H 2.1945 -2.5322 1.3013
H 0.8720 -3.3655 0.8569
O 1.5227 -3.2038 1.5486
H 1.2650 1.9998 2.5440
H 2.2292 1.4109 3.6041
O 1.7273 2.2083 3.3862
H -1.9654 -3.9034 -0.5519
H -1.5198 -2.5383 -1.1609
O -1.3660 -3.1407 -0.4124
H -2.3447 0.1120 -2.8049
H -3.3604 0.9671 -2.0358
O -2.9479 0.0747 -2.0582
H 0.4575 2.4073 -3.0657
H -0.0066 1.0357 -2.5617
O -0.0584 2.1127 -2.3023
```